Entry 1:
The following is a quantum chemistry calculation of a cluster of 6 separate species, C2H16O5S in total at a distorted geometry, from the OMol25 dataset.

* E_HOMO: -8.6 eV
* relative energy (zero: lowest compared OMol25 entry of this formula, charge and spin): 0.431 eV
* energy: -860.1750 Ha
* M: 152.212 g/mol
* SMILES: CSC.O.O.O.O.O
* orbital gap: 9.04 eV

ORCA input file:
```
! RIJCOSX wB97M-V def2-TZVPD def2/J DEFGRID3
* xyz 0 1
C 0.8148 -1.7270 0.8989
S 2.0391 -0.9511 1.9867
C 2.2309 0.8398 1.7191
H 0.7339 -1.2303 -0.0570
H 1.2234 -2.6962 0.6665
H -0.1249 -1.9099 1.4014
H 3.1300 1.0724 1.1470
H 2.3293 1.2678 2.7081
H 1.3612 1.1989 1.1753
O -2.5702 -1.1296 0.1115
H -3.3004 -0.5330 0.3466
H -1.9091 -0.7160 0.6897
O 1.8585 0.7002 -1.8732
H 1.8474 -0.1903 -2.2414
H 2.4449 0.6409 -1.1109
O -0.9876 1.6297 -1.2636
H -1.4428 0.9948 -1.8332
H -0.0657 1.3570 -1.3923
O -0.6966 -1.2240 -2.1196
H -0.9371 -2.0797 -2.5083
H -1.3224 -1.2328 -1.3648
O -2.3586 1.6421 1.0353
H -2.3629 2.3570 1.6745
H -1.9348 1.9192 0.2035
*
```

Entry 2:
The following is a quantum chemistry calculation of a cluster of 7 separate species, C2H16O8 in total at a distorted geometry, from the OMol25 dataset.

* E_HOMO (alpha / beta): -14.0 / -14.0 eV
* energy: -687.3671 Ha
* expectation value of S²: 0.76
* M: 168.142 g/mol
* orbital gap (alpha / beta): 9.86 / 3.22 eV

ORCA input file:
```
! RIJCOSX wB97M-V def2-TZVPD def2/J DEFGRID3
* xyz 1 2
O -1.5735 -1.0951 -0.3834
C -1.1277 -2.1983 -0.5911
O 0.0387 -2.3792 -1.2135
C -1.7797 -3.5160 -0.2194
H 0.5250 -1.5368 -1.5371
H -1.6167 -3.7043 0.8527
H -1.4652 -4.3089 -0.7830
H -2.8566 -3.3737 -0.4076
H 1.7814 -0.5989 -2.9624
H 1.9919 0.1140 -1.7403
O 1.2906 -0.3121 -2.2357
H -2.8634 -0.1577 0.1628
H -3.9837 -0.0486 1.2959
O -3.3574 0.4920 0.8418
H 2.9909 1.7107 -0.4256
H 3.4909 0.3929 -0.0866
O 3.2578 0.8622 -0.8437
H -1.7346 0.7367 1.5258
H -0.5420 0.1856 0.7331
O -0.7881 0.5870 1.5814
H 0.1514 1.9452 1.9957
H -0.0509 3.4517 2.0922
O 0.6194 2.8057 2.1544
H 3.2370 3.6040 0.9250
H 1.8272 3.0429 0.9980
O 2.5828 3.1433 0.3768
*
```

Entry 3:
The following is a quantum chemistry calculation of a cluster of 7 separate species, C2H17NO6 in total at a distorted geometry, from the OMol25 dataset.

* E_HOMO: -10.4 eV
* relative energy (zero: lowest compared OMol25 entry of this formula, charge and spin): 0.746 eV
* energy: -592.5895 Ha
* M: 151.159 g/mol
* SMILES: C=NC.O.O.O.O.O.O
* orbital gap: 11.09 eV

ORCA input file:
```
! RIJCOSX wB97M-V def2-TZVPD def2/J DEFGRID3
* xyz 0 1
C -2.9474 0.4804 -0.7242
N -1.8690 -0.1177 -1.0767
C -1.3143 0.0646 -2.4066
H -3.2910 0.3297 0.2924
H -3.5675 1.1685 -1.2606
H -0.2183 0.1879 -2.2995
H -1.6927 0.8961 -3.0018
H -1.4620 -0.8440 -2.9981
O 0.6382 1.7702 2.2410
H 1.4814 2.1474 2.5259
H 0.6502 1.8973 1.2733
O 0.6867 2.1432 -0.4045
H 1.2886 1.5622 -0.8588
H -0.1348 1.9584 -0.7369
O 2.0366 -1.9907 -0.2787
H 2.0705 -2.7844 -0.8017
H 1.1195 -1.9614 0.1337
O 2.1586 0.2931 -1.6796
H 2.1222 -0.5156 -1.1512
H 3.1392 0.4984 -1.6148
O -0.3523 -0.5938 3.0008
H 0.2570 -0.8866 3.6316
H -0.0537 0.2572 2.6980
O -0.3802 -2.0337 0.7176
H -0.4112 -1.5562 1.5940
H -0.9447 -1.5068 0.1229
*
```

Entry 4:
The following is a quantum chemistry calculation of a cluster of 7 separate species, C2H18O6 in total at a distorted geometry, from the OMol25 dataset.

* E_HOMO: -11.0 eV
* relative energy (zero: lowest compared OMol25 entry of this formula, charge and spin): 0.982 eV
* energy: -538.3976 Ha
* M: 138.160 g/mol
* SMILES: CC.O.O.O.O.O.O
* orbital gap: 11.38 eV

ORCA input file:
```
! RIJCOSX wB97M-V def2-TZVPD def2/J DEFGRID3
* xyz 0 1
C -0.7797 -1.4586 -2.5354
C 0.7077 -1.4862 -2.5080
H -1.2118 -2.1110 -3.3823
H -1.2131 -0.5401 -2.6702
H -1.2345 -2.0346 -1.6871
H 1.1869 -0.8061 -3.1872
H 1.1595 -1.0082 -1.5390
H 1.2261 -2.3950 -2.7427
O -2.6405 1.9680 1.2643
H -3.2835 2.0995 0.5207
H -2.4352 0.9672 1.2167
O 3.3317 -0.6759 1.2171
H 3.4239 -0.6760 0.2971
H 3.2016 0.2554 1.4260
O 0.2286 -0.8898 2.7784
H -0.0354 0.1236 2.8422
H 1.1793 -0.9119 2.5702
O -0.5339 1.6365 3.2076
H -1.5061 1.5745 3.2957
H -0.5577 2.1101 2.3857
O -1.7344 -0.5561 1.0605
H -0.9196 -0.5937 1.4793
H -2.2225 -1.3443 1.3901
O 1.6112 2.1789 -1.8642
H 2.2979 2.4692 -2.5504
H 0.7536 2.1046 -2.2850
*
```

Entry 5:
The following is a quantum chemistry calculation of a cluster of 7 separate species, C2H18O8 in total at a distorted geometry, from the OMol25 dataset.

* E_HOMO: -9.3 eV
* relative energy (zero: lowest compared OMol25 entry of this formula, charge and spin): 0.643 eV
* energy: -688.8731 Ha
* M: 170.158 g/mol
* SMILES: OCCO.O.O.O.O.O.O
* orbital gap: 8.95 eV

ORCA input file:
```
! RIJCOSX wB97M-V def2-TZVPD def2/J DEFGRID3
* xyz 0 1
O -13.0960 25.6730 17.7320
C -13.1370 25.5840 19.1280
C -13.0410 24.1170 19.4970
O -13.2110 23.9810 20.9110
H -13.9480 25.3630 17.3470
H -12.4380 26.2630 19.5720
H -14.1360 26.0470 19.4140
H -12.1320 23.6660 19.1700
H -13.7420 23.5480 18.8760
H -14.0520 23.5470 21.0600
O -13.9080 23.6880 15.9910
H -13.8720 22.8210 15.5740
H -14.0660 24.1780 15.2090
O -16.0070 24.4110 17.4990
H -16.6340 24.4800 16.7920
H -15.2220 24.1560 17.0280
O -16.5050 25.4840 13.7390
H -16.8580 26.0380 13.0460
H -17.3030 25.0990 14.1780
O -13.1980 28.1910 14.3980
H -12.5250 28.0660 15.0850
H -13.8940 27.6050 14.7180
O -13.8720 24.7060 13.4510
H -14.3750 25.3790 13.0100
H -13.1170 24.5590 12.9080
O -14.8560 26.4070 15.6170
H -15.3100 26.5240 16.4460
H -15.5250 26.0650 15.0110
*
```

Entry 6:
The following is a quantum chemistry calculation of a structure of composition C2H19CdO8 at a distorted geometry, from the OMol25 dataset.

* E_HOMO: -12.8 eV
* relative energy (zero: lowest compared OMol25 entry of this formula, charge and spin): 2.021 eV
* energy: -856.9246 Ha
* M: 283.578 g/mol
* orbital gap: 5.70 eV

ORCA input file:
```
! RIJCOSX wB97M-V def2-TZVPD def2/J DEFGRID3
* xyz 1 1
Cd 21.0745 -18.9531 -18.2528
O 20.7775 -17.8801 -16.6057
H 20.9920 -16.9951 -16.9481
O 19.1592 -17.9243 -19.0239
H 18.8843 -17.0047 -18.8780
H 18.3676 -18.3707 -19.3568
O 20.4088 -20.0977 -15.1292
H 20.1689 -20.6180 -15.9030
H 20.5069 -19.1874 -15.4513
O 21.1194 -16.0924 -14.4132
H 21.1271 -16.6593 -13.6348
H 20.9504 -16.6887 -15.1681
O 23.2441 -18.5579 -15.2985
H 23.0102 -18.6754 -14.3716
H 22.4324 -18.2429 -15.7158
O 21.9957 -17.2901 -19.2714
H 21.8772 -16.7379 -20.0607
H 22.8459 -17.0083 -18.8952
O 22.4474 -14.6475 -16.6402
H 21.9014 -15.0752 -15.9644
H 23.2347 -15.1992 -16.6984
C 16.0506 -17.6416 -15.2252
C 17.5667 -17.7370 -15.1548
O 18.1852 -16.9996 -16.2185
H 15.6417 -17.9211 -16.1969
H 15.7468 -16.6211 -15.0004
H 15.6267 -18.3418 -14.5059
H 17.9036 -18.7764 -15.1478
H 17.8829 -17.3144 -14.1980
H 19.1127 -17.2556 -16.2836
*
```

Entry 7:
The following is a quantum chemistry calculation of a cluster of 2 separate species, C2H2 in total at a distorted geometry, from the OMol25 dataset.

* E_HOMO (alpha / beta): -11.1 / -10.6 eV
* relative energy (zero: lowest compared OMol25 entry of this formula, charge and spin): 5.883 eV
* energy: -77.1071 Ha
* M: 26.038 g/mol
* orbital gap (alpha / beta): 10.51 / 8.00 eV

ORCA input file:
```
! RIJCOSX wB97M-V def2-TZVPD def2/J DEFGRID3
* xyz 0 1
C 0.2450 -0.2040 0.0372
C -0.9677 -0.2174 0.0467
H 2.6778 0.2187 0.0170
H -1.9551 0.2028 -0.1009
*
```

Entry 8:
The following is a quantum chemistry calculation of a cluster of 8 separate species, C2H22N2O7 in total at a distorted geometry, from the OMol25 dataset.

* E_HOMO: -9.1 eV
* relative energy (zero: lowest compared OMol25 entry of this formula, charge and spin): 2.837 eV
* energy: -725.5320 Ha
* M: 186.205 g/mol
* SMILES: CNCN.O.O.O.O.O.O.O
* orbital gap: 9.54 eV

ORCA input file:
```
! RIJCOSX wB97M-V def2-TZVPD def2/J DEFGRID3
* xyz 0 1
C 0.6824 -1.2570 2.3631
N 0.6340 0.1693 2.5271
C -0.7097 0.6943 2.3252
N -0.9436 0.7937 0.8841
H 1.7077 -1.6919 2.6613
H -0.0946 -1.9270 2.8280
H 0.6247 -1.5383 1.3208
H 1.1560 0.5141 3.3393
H -0.7632 1.7755 2.7051
H -1.7150 0.2767 2.7737
H -0.0855 1.1058 0.4985
H -1.1764 -0.1062 0.4285
O -0.9416 -1.2037 -1.2433
H -1.1855 -1.7731 -0.6182
H -0.3404 -1.6735 -1.9233
O 1.1009 -2.9074 -1.5604
H 1.4055 -1.9149 -1.3734
H 1.6104 -3.0556 -2.3418
O -0.2880 3.0285 -0.4612
H -0.6836 2.8580 -1.2714
H -1.0371 2.7487 0.0624
O 1.7358 -0.3752 -1.9028
H 1.2578 0.2794 -2.4195
H 2.0008 0.1716 -1.1745
O -0.4793 1.0625 -2.3601
H -0.7146 0.4733 -1.5882
H -0.8757 0.5319 -3.1278
O 2.1031 1.7777 -0.3688
H 2.1961 1.5992 0.5337
H 1.3333 2.3265 -0.5384
O -2.7247 -1.6172 1.0532
H -3.2086 -1.3867 0.2482
H -3.1297 -1.0803 1.7156
*
```

Entry 9:
The following is a quantum chemistry calculation of a cluster of 9 separate species, C2H22O9 in total at a distorted geometry, from the OMol25 dataset.

* E_HOMO: -10.5 eV
* relative energy (zero: lowest compared OMol25 entry of this formula, charge and spin): 0.728 eV
* energy: -766.5288 Ha
* M: 190.189 g/mol
* SMILES: CO.CO.O.O.O.O.O.O.O
* orbital gap: 10.83 eV

ORCA input file:
```
! RIJCOSX wB97M-V def2-TZVPD def2/J DEFGRID3
* xyz 0 1
C -2.2665 -3.3130 0.6910
O -2.9738 -2.4797 -0.1880
H -1.5250 -2.6953 1.1271
H -2.9220 -3.5948 1.5078
H -1.7728 -4.1226 0.2062
H -3.8482 -2.3078 0.2115
C 2.5826 -1.5841 -0.9317
O 1.6470 -0.4771 -1.1198
H 2.4488 -2.3124 -1.7433
H 3.5972 -1.1431 -0.9765
H 2.4143 -2.1437 0.0146
H 1.5719 0.0378 -0.3002
O 3.1967 1.8154 0.5328
H 4.0268 2.1331 0.1358
H 2.4757 2.2333 0.0159
O 2.3230 0.4226 2.6667
H 2.4610 0.7857 3.5393
H 3.0531 0.8111 2.1442
O 0.6253 2.9360 -0.9630
H 0.8020 2.8666 -1.9078
H -0.1577 2.4225 -0.7876
O -0.6307 0.4602 2.1311
H 0.3530 0.4200 2.1245
H -0.8887 0.5130 3.0624
O -1.6160 2.2827 -2.9525
H -2.2216 2.8685 -2.4529
H -1.6635 1.4556 -2.4138
O -2.6088 1.5573 0.1972
H -2.1213 0.8817 -0.3044
H -1.9765 1.8040 0.8722
O -1.5270 -0.4975 -1.4665
H -0.7008 -0.9603 -1.6587
H -2.1576 -1.0758 -1.0137
*
```

Entry 10:
The following is a quantum chemistry calculation of a cluster of 10 separate species, C2H23O10 in total at a distorted geometry, from the OMol25 dataset.

* E_HOMO: -4.3 eV
* relative energy (zero: lowest compared OMol25 entry of this formula, charge and spin): 2.820 eV
* energy: -842.3829 Ha
* M: 207.196 g/mol
* orbital gap: 7.03 eV

ORCA input file:
```
! RIJCOSX wB97M-V def2-TZVPD def2/J DEFGRID3
* xyz -1 1
O 0.4024 0.7860 -0.4330
H 0.1681 0.3103 0.3875
C -0.2923 -3.1162 2.4065
C 0.3623 -3.6358 1.1720
O -0.0889 -2.9273 -0.0322
H -0.1120 -2.0612 2.6127
H -0.1465 -3.7263 3.2979
H -1.3756 -3.0887 2.2887
H 0.0894 -4.6676 0.9505
H 1.4484 -3.7126 1.2244
H 0.2323 -2.0247 0.0302
O -0.1841 4.7567 0.3913
H -0.5594 5.1285 -0.4069
H 0.1998 3.9257 0.1115
O -4.5034 -2.5209 -0.3623
H -3.5833 -2.2593 -0.3954
H -4.8689 -2.0214 0.3679
O -0.9567 0.0130 -4.2677
H -0.5928 0.1205 -3.3889
H -0.6989 0.8087 -4.7332
O -2.0855 2.2334 3.8610
H -1.9266 2.5999 2.9911
H -1.3047 2.4635 4.3646
O 3.8856 -1.8163 -2.0022
H 3.0110 -1.4684 -1.8283
H 4.2957 -1.8768 -1.1394
O -3.2484 1.5435 -1.4080
H -2.2990 1.4234 -1.3842
H -3.4683 1.5336 -2.3395
O 2.8135 2.9847 -3.2866
H 2.2669 2.4944 -2.6726
H 3.7079 2.7108 -3.0832
O 3.4550 1.5401 2.0697
H 3.3863 1.9560 2.9291
H 2.5706 1.5907 1.7072
*
```